Entry 1:
DFT (ωB97M-V/def2-TZVPD) results for C34H56BrN9PS3Tc as an isolated structure in a non-equilibrium geometry.

Properties
- Energy relative to the best compared isomer or geometry (same formula, charge and spin): 5.1 kcal per mole
- Kohn-Sham gap (spin up / spin down): 0.2357 / 0.2427 Ha
- Net charge: +1
- <S²>: 0.755
- Spin multiplicity: 2
- Highest occupied orbital energy (spin up / spin down): -0.3617 / -0.3657 Eh
- F_max: 0.02466 Eh/bohr

Element x y z (Å)
C1 0.026 -3.314 -2.590
H1 -5.449 2.401 3.633
N1 -1.412 -0.543 -1.893
C2 -3.825 -0.742 -3.730
C3 4.578 5.954 0.923
H2 2.011 6.025 2.069
N2 2.717 3.571 1.862
C4 4.194 -0.195 4.200
C5 2.860 2.232 1.750
H3 1.725 -0.941 -2.365
H4 2.631 4.057 0.985
S1 -1.644 -2.363 0.876
C6 0.100 -4.780 1.769
C7 0.525 0.086 -3.885
H5 -1.726 2.747 -1.220
C8 0.784 -3.617 1.289
C9 0.635 0.354 -5.390
C10 -0.837 -2.714 -3.708
C11 -1.570 3.936 0.563
H6 -2.415 1.612 -3.188
H7 5.387 2.232 4.935
H8 -2.844 -3.185 -4.461
H9 2.630 -0.026 -3.559
H10 -1.995 4.821 0.113
Tc1 -1.400 -0.328 -0.167
H11 -0.053 -4.401 -2.659
Br1 -1.409 5.439 2.962
H12 -3.070 -0.049 2.274
C12 -1.182 3.919 1.898
C13 2.217 -3.631 1.244
C14 -2.215 -3.385 -3.597
C15 5.662 0.231 4.124
P1 -1.035 -0.869 -3.451
S2 2.789 1.466 0.256
H13 3.155 2.078 3.750
N3 -0.447 -5.715 2.153
N4 -0.890 1.664 0.326
H14 -1.772 1.807 -4.826
N5 -4.682 1.805 3.369
C16 0.108 -2.526 0.851
H15 -1.743 -0.138 -6.441
C17 -2.541 1.320 -4.231
H16 -2.574 -1.644 -6.040
H17 5.606 2.195 3.172
C18 -4.196 1.076 -0.573
C19 2.886 4.346 3.081
H18 -0.284 2.727 3.458
H19 0.030 0.783 1.947
H20 0.802 -2.692 -5.168
H21 1.627 0.765 -5.587
H22 4.158 -1.278 4.329
H23 4.904 6.275 3.027
H24 -3.507 1.696 -4.571
H25 -2.740 -3.095 -2.687
H26 1.076 -3.051 -2.657
N6 3.366 -3.602 1.212
H27 0.532 -0.551 -5.987
C20 -2.533 -0.210 -4.391
C21 -0.454 1.688 1.592
H28 -3.498 -0.177 -6.298
C22 1.772 -0.687 -3.421
H29 -4.627 -0.026 -3.921
H30 -4.024 0.921 -1.626
H31 1.512 1.894 -3.306
H32 6.177 -0.203 4.983
C23 0.552 1.415 -3.108
H33 6.107 -0.217 3.232
H34 -0.342 -3.014 -1.614
H35 -3.727 -0.865 -2.653
H36 2.105 4.069 3.800
H37 -0.796 -2.622 -5.907
H38 3.799 6.094 0.170
C24 -5.148 1.957 -0.098
C25 -0.226 -3.034 -5.078
C26 -1.418 2.787 -0.183
H39 6.977 1.946 4.239
C27 4.119 6.459 2.289
H40 -0.220 -4.120 -5.192
H41 3.884 -0.157 2.056
C28 -3.643 0.563 1.584
H42 4.850 4.898 0.946
S3 0.821 -1.111 0.144
C29 -4.571 1.514 2.048
H43 3.979 7.541 2.237
C30 3.359 0.126 2.969
H44 2.426 -0.444 2.985
H45 5.455 6.507 0.589
N7 -5.322 2.205 1.194
C31 5.914 1.737 4.113
N8 3.042 1.555 2.897
H46 -0.232 2.106 -3.408
C32 2.812 5.843 2.794
H47 -4.141 -1.689 -4.153
H48 -0.093 1.083 -5.740
H49 2.522 6.347 3.718
H50 -5.782 2.503 -0.787
H51 -4.333 1.165 4.061
H52 0.494 1.246 -2.034
H53 3.855 4.116 3.541
H54 3.722 0.243 5.089
H55 1.958 -1.586 -4.002
C33 -0.607 2.777 2.429
N9 -3.426 0.391 0.287
H56 -2.053 -4.463 -3.554
C34 -2.568 -0.568 -5.879

Entry 2:
DFT (ωB97M-V/def2-TZVPD) results for C34H56F17InNO9 as an isolated structure in a non-equilibrium geometry.

Properties
- Kohn-Sham gap: 0.1946 Ha
- Net charge: -1
- Highest occupied orbital energy: -0.1696 Eh
- F_max: 0.16702 Eh/bohr

Element x y z (Å)
C1 0.897 0.456 4.657
C2 2.298 0.631 -4.139
C3 3.710 3.648 -2.618
H1 -2.394 -2.749 9.802
F1 2.091 -4.291 -4.416
H2 -3.237 3.639 -9.537
H3 0.879 2.246 7.683
H4 1.166 1.064 5.517
H5 -1.678 1.257 4.049
H6 -1.981 1.103 -1.403
F2 4.433 -6.523 -8.081
C4 -5.494 -0.880 12.095
C5 0.063 -0.765 5.068
H7 -1.731 2.684 -6.394
F3 3.947 -6.500 -4.872
F4 5.120 -4.261 -6.333
H8 -5.060 -1.730 12.629
H9 -3.388 -0.629 13.285
H10 0.879 4.394 -7.344
H11 2.376 0.449 -2.968
F5 1.269 -1.703 -6.107
C6 -1.185 3.685 -6.661
F6 0.578 -8.748 -3.425
F7 1.329 -8.859 -6.040
H12 1.710 4.420 0.241
C7 -1.669 4.099 -8.200
H13 -1.784 -0.910 8.317
F8 3.025 -4.281 -8.793
H14 -1.953 0.763 10.945
F9 4.202 -3.257 -4.035
F10 3.034 -8.898 -3.440
F11 3.910 -8.401 -6.277
C8 2.564 4.619 -1.912
H15 -0.616 1.792 -2.508
H16 0.809 2.490 -6.980
H17 -1.121 2.501 2.974
H18 -3.471 -1.395 8.088
H19 -6.217 -0.362 12.732
H20 0.030 3.806 7.686
H21 1.897 5.166 -2.733
H22 -0.081 -1.418 4.202
H23 -2.155 5.173 -8.149
H24 -0.735 4.207 -8.927
In1 2.977 2.740 -4.606
H25 2.025 2.738 -0.551
C9 0.476 3.556 -6.622
C10 3.051 -3.311 -5.014
H26 1.844 0.082 4.260
C11 -2.773 -0.915 8.784
H27 -1.230 0.125 12.388
H28 -0.083 0.279 0.349
H29 -1.803 3.516 5.070
C12 2.280 -1.865 -4.994
H30 -2.171 -1.270 4.030
H31 -1.369 1.145 8.467
H32 0.234 3.544 -4.354
H33 3.697 -0.168 -5.858
H34 -3.167 -0.381 5.192
C13 -0.871 1.972 3.902
O1 -3.251 0.403 9.013
C14 0.437 3.018 7.047
C15 0.086 0.324 -0.826
O2 -0.805 2.755 -0.544
C16 1.871 -8.028 -3.727
C17 1.642 3.821 -0.788
F12 2.102 -7.001 -8.256
H35 1.230 3.420 6.408
C18 -2.306 -1.047 5.097
O3 -1.176 -0.392 5.654
H36 3.092 5.505 -1.315
H37 -0.233 -0.674 -1.353
F13 1.819 -6.790 -2.865
O4 0.353 1.281 3.619
O5 -0.610 2.422 6.298
H38 0.621 -1.328 5.825
C19 3.697 -3.760 -6.444
O6 -4.510 0.038 11.647
F14 0.632 -6.638 -5.412
H39 4.200 2.874 -5.912
H40 -3.718 -1.877 10.500
H41 -1.556 4.513 -5.902
H42 -2.756 1.658 7.456
H43 1.210 0.614 -0.997
H44 -2.508 -1.964 5.647
C20 3.169 -7.114 -5.972
O7 -1.810 -1.304 11.085
C21 1.740 -7.608 -5.341
O8 -0.913 1.404 -8.950
H45 -0.074 3.776 4.793
C22 -2.430 1.425 8.468
C23 -2.173 1.840 -9.203
H46 -6.018 -1.269 11.217
H47 4.699 4.258 -2.888
C24 3.262 -0.555 -4.819
F15 1.432 -1.884 -3.742
H48 -3.733 1.437 -10.891
C25 -3.362 0.118 12.484
H49 -2.474 0.025 -10.613
C26 0.026 3.803 -1.172
C27 1.064 3.931 -5.116
C28 3.116 -6.312 -7.372
H50 1.187 0.535 -4.541
H51 -3.376 1.109 12.950
H52 3.978 2.829 -1.822
H53 1.198 5.086 -4.958
C29 -0.830 3.017 5.024
H54 4.145 -0.700 -4.066
C30 -0.897 1.552 -1.391
C31 -3.152 0.829 -10.073
F16 3.851 -2.486 -7.246
F17 1.270 -4.434 -7.222
O9 -0.560 4.691 -1.982
N1 -2.737 3.168 -8.748
H55 -2.541 2.317 9.088
C32 2.745 -4.735 -7.373
H56 -3.962 0.358 -9.361
C33 -2.059 -0.027 11.686
C34 -2.727 -1.745 10.074